Here is a 2-piece molecular cluster, C23H47Cl2NO7PS2 overall in a non-equilibrium geometry from the Open Molecules 2025 dataset. Energies are from ωB97M-V with the def2-TZVPD basis set.

Cartesian coordinates (Å):
C 5.9234 0.2481 1.3821
C 5.7392 0.1318 -0.1807
C 4.9233 1.3173 -0.8022
C 5.1903 1.5370 -2.3431
C 3.9333 1.3202 -3.2546
C 3.2594 2.6597 -3.7637
C 1.6860 2.6704 -3.5419
C 1.4604 2.6104 -1.9828
C 0.0858 3.1787 -1.4947
C -1.0324 2.1111 -1.2465
C -0.5325 0.7796 -0.5822
C -1.5697 0.0772 0.4153
N -1.5092 0.5533 1.7761
C -1.4725 1.9861 2.0103
C -2.8900 2.7004 2.0099
C -2.6655 4.0801 2.7730
C -2.9591 0.1952 -0.3000
O -3.9922 -0.7271 0.0458
S -3.7553 -1.6820 1.3433
O -4.6521 -2.8596 1.2061
O -4.1699 -0.9340 2.5715
C -1.9790 -2.2061 1.5498
P -2.0207 -4.0856 1.4250
C -2.8734 -4.6386 3.0276
C -0.3188 -4.8743 1.5295
C -1.0884 -1.4539 0.4226
S -1.5042 -2.2974 -1.1816
C 0.4295 -1.6258 0.8452
C 1.3826 -2.4170 -0.1015
C 1.8505 -1.5996 -1.3658
Cl 3.2873 -2.3570 -2.1902
H 6.9452 -0.0794 1.7018
H 5.2229 -0.4204 1.9449
H 5.7746 1.2794 1.7719
H 5.2352 -0.8499 -0.3615
H 6.7690 0.0688 -0.6110
H 3.8464 1.2189 -0.5361
H 5.2888 2.2456 -0.2870
H 5.6930 2.5175 -2.4823
H 5.9389 0.7576 -2.6410
H 3.2134 0.6233 -2.7754
H 4.3009 0.8008 -4.1784
H 3.6691 3.4724 -3.1053
H 3.5505 2.9356 -4.8000
H 1.3531 3.6669 -3.9280
H 1.2278 1.8247 -4.0986
H 1.6966 1.5772 -1.6505
H 2.2587 3.2630 -1.5398
H 0.2257 3.8604 -0.6173
H -0.2921 3.8507 -2.3103
H -1.8462 2.6287 -0.6802
H -1.5068 1.8383 -2.2256
H 0.3915 1.0383 -0.0011
H -0.2101 0.1018 -1.4002
H -0.8456 0.0807 2.3720
H -0.7666 2.5964 1.3956
H -1.1190 2.1230 3.0672
H -3.6498 2.1006 2.5499
H -3.2034 2.9985 0.9818
H -2.0937 4.7223 2.0505
H -2.0498 3.9621 3.6879
H -3.6345 4.5970 2.9330
H -3.3887 1.2217 -0.1898
H -2.7927 0.0923 -1.4041
H -1.6319 -1.8811 2.5633
H -2.1323 -5.1111 3.7138
H -3.3131 -3.7703 3.5791
H -3.6868 -5.3678 2.8089
H 0.0016 -5.1455 0.5001
H -0.4673 -5.8518 2.0590
H 0.4541 -4.3290 2.1160
H -1.0207 -3.5757 -1.1495
H 0.4254 -2.1738 1.8231
H 0.9461 -0.6591 1.0784
H 1.0414 -3.4209 -0.4141
H 2.3297 -2.5913 0.4773
H 1.0494 -1.5387 -2.1382
H 2.0866 -0.5608 -1.0481
O -7.3972 -3.5894 0.2948
Cl -7.8883 -2.2285 0.2806
O -7.0885 -1.4326 -0.6290
O -7.8074 -1.6674 1.6121
O -9.2690 -2.2189 -0.1621

Atomic forces in eV per Å
-0.01 -0.37 0.29
0.00 -0.17 0.75
0.97 0.51 0.30
-0.21 -1.25 0.42
0.76 0.47 -1.37
-0.42 -0.10 1.24
1.53 0.58 0.42
0.22 0.68 -0.48
-0.17 -0.16 -0.65
-0.28 0.19 -0.39
0.02 1.24 0.55
1.37 -1.05 -2.22
-0.12 0.52 -0.38
-1.05 0.89 1.17
1.17 1.09 0.74
0.01 -0.24 -1.55
0.17 1.20 -0.55
1.38 -1.27 1.15
-5.61 -1.04 3.99
3.11 2.18 -0.92
2.13 -0.70 -2.65
1.08 0.73 -0.49
-1.38 -1.30 -0.40
0.46 0.48 0.53
0.16 -0.09 0.83
-0.44 -1.39 1.62
-0.14 0.64 -0.84
0.25 -0.37 0.30
1.38 0.47 -0.37
-1.06 0.00 0.37
-0.54 0.33 0.50
-0.76 0.29 -0.36
0.39 0.61 -0.52
0.10 -0.57 -0.38
0.42 0.77 -0.23
-0.90 0.19 0.01
0.61 0.03 -0.37
-0.44 -0.72 -0.23
-0.55 -0.50 -0.17
-0.48 0.68 0.23
0.43 0.55 -0.24
-0.42 0.19 0.78
-0.40 -0.46 -0.64
-0.23 -0.47 0.54
-0.19 -0.94 0.20
0.02 0.63 0.36
-0.44 0.69 0.04
-0.58 -0.58 -0.31
-0.08 -0.84 -0.44
0.29 -0.42 0.70
0.68 -0.60 -0.26
0.44 0.31 0.69
-0.78 -0.32 -0.29
-0.39 0.25 0.61
0.02 -0.08 -0.35
-0.33 -0.59 0.08
-0.16 -0.29 -0.87
0.48 0.08 -0.65
-0.08 -0.61 0.75
-0.30 -0.31 0.80
-0.67 0.11 -0.37
0.66 -0.36 0.26
0.42 -0.87 0.24
-0.09 -0.23 0.93
-0.78 0.08 -0.80
-0.45 0.24 -0.45
0.22 -0.67 -0.58
0.64 0.68 -0.05
0.03 0.45 0.73
-0.10 0.81 -0.42
-0.26 -0.37 -0.60
-0.07 0.80 0.71
0.06 0.40 -0.81
-0.68 -0.59 -0.33
-0.06 0.68 0.24
-0.79 0.07 -0.33
0.66 -0.15 0.61
0.27 -0.72 -0.30
-0.16 0.12 -0.05
0.07 -0.13 0.10
-0.03 0.00 0.01
-0.03 -0.01 -0.10
-0.01 0.02 -0.02

Its charge is -1. Its spin multiplicity is 1. The total energy comes out at -96430.792 eV. The value obtained for the LUMO energy is 1.78 eV.